Entry 1:
Entry from OMol25: a cluster of 2 separate species, C5H16N2S in total at a distorted geometry (ωB97M-V/def2-TZVPD).

2S+1: 1
HOMO-LUMO gap: 0.3339 hartree
maximum force: 3.2 eV Å⁻¹
total charge: 0
energy relative to the best compared isomer or geometry (same formula, charge and spin): 72.8 kJ/mol
DFT total energy: -707.756675 hartree
structure (SMILES): CCNC.NCCS

The geometry in XYZ format:
```
24
Properties=species:S:1:pos:R:3:forces:R:3
C -1.077453 -1.698753 -1.020874 0.0 -0.2 -0.2
C -0.696219 -0.360701 -1.622944 -0.3 0.1 0.0
N -1.238770 0.772213 -0.863120 0.0 -0.1 -0.4
C -1.223345 2.023212 -1.613862 -0.1 -0.1 0.2
H -2.161082 -1.840072 -1.014808 0.0 0.1 0.1
H -0.662967 -2.506102 -1.629962 0.0 0.1 0.1
H -0.698553 -1.813601 -0.009024 0.0 0.0 0.0
H 0.391328 -0.251455 -1.653319 0.0 0.0 0.0
H -1.054981 -0.304189 -2.656296 0.0 -0.1 -0.1
H -0.798515 0.588747 0.612519 0.4 0.1 1.3
H -2.169660 0.579258 -0.507196 -0.1 -0.1 -0.4
H -0.193890 2.335542 -1.796704 0.0 0.0 0.0
H -1.722812 2.799386 -1.031074 0.1 0.0 -0.1
H -1.731384 1.904369 -2.580796 0.1 0.2 0.1
C 1.988608 -0.228817 1.194649 0.6 -0.1 -0.2
C 1.307186 0.710429 2.152240 -3.2 -0.4 -0.1
S -0.673584 0.382904 2.067156 1.8 0.3 -0.4
N 1.775709 -1.655491 1.453046 0.0 0.3 0.3
H 3.067740 -0.021280 1.213200 -0.1 -0.1 0.0
H 1.666502 -0.024099 0.170220 -0.1 0.1 0.1
H 1.349333 1.768646 1.918062 0.5 0.0 0.1
H 1.453961 0.493359 3.206036 0.5 0.1 0.0
H 0.799035 -1.736721 1.731918 0.0 -0.2 -0.1
H 2.303820 -1.916777 2.280926 0.0 -0.1 -0.1
```
Positions in Å, forces in eV/Å.

Atomic partial charges in e from the Mulliken method, atoms 1 to 5:
1. C -0.982
2. C -0.461
3. N -0.341
4. C -0.993
5. H 0.357

***

Entry 2:
Entry from OMol25: a structure of composition C5H16N2S at a distorted geometry (ωB97M-V/def2-TZVPD).

2S+1: 2
HOMO-LUMO gap (spin up / spin down): 0.3625 / 0.2089 hartree
maximum force: 3.6 eV Å⁻¹
total charge: +1
energy relative to the best compared isomer or geometry (same formula, charge and spin): 22.7 kJ/mol
<S²>: 0.754
DFT total energy: -707.453445 hartree

The geometry in XYZ format:
```
24
Properties=species:S:1:pos:R:3:forces:R:3
C 2.021986 0.933525 0.029206 0.6 0.3 0.3
C 2.279936 -0.488070 0.534158 0.2 0.5 -0.7
C 3.239880 -0.508323 1.719381 -0.6 0.0 0.5
N 1.265003 0.936029 -1.238532 -3.0 -1.8 0.6
H 1.517994 1.523757 0.795495 -0.2 0.1 -0.2
H 2.981388 1.421571 -0.156805 0.0 0.0 0.0
H 2.726705 -1.008715 -0.320582 -0.1 -0.3 0.1
H 1.319139 -0.948401 0.765216 0.2 -0.3 0.2
H 3.962921 0.304879 1.676899 0.2 -0.2 -0.2
H 2.689919 -0.377198 2.653607 0.0 0.1 0.0
H 3.741410 -1.468540 1.815418 0.1 0.1 -0.2
H 1.378782 0.055712 -1.731219 0.9 0.3 -0.5
H -0.133539 0.325939 -1.024063 1.7 0.0 0.4
H 1.329170 1.737446 -1.851491 0.1 0.1 0.1
C -3.685411 -0.424957 -0.252867 -0.7 0.4 1.4
C -2.557598 -0.538917 -1.274050 -0.5 0.2 -1.1
S -1.019750 -1.164970 -0.573306 -0.3 1.2 -0.7
N -3.387490 0.406818 0.923278 0.8 -0.6 -0.4
H -3.944357 -1.420862 0.112934 0.2 -0.1 0.0
H -4.626100 -0.026001 -0.635345 0.3 -0.1 -0.7
H -2.392451 0.377954 -1.840017 0.2 0.3 0.4
H -2.883135 -1.220312 -2.072925 0.2 -0.5 0.3
H -3.386556 1.405855 0.753206 -0.2 -0.1 -0.3
H -2.437846 0.165783 1.192404 -0.1 0.2 0.6
```
Positions in Å, forces in eV/Å.

Atomic partial charges in e from the Mulliken method, atoms 1 to 5:
1. C -0.610
2. C -0.061
3. C -1.298
4. N -0.439
5. H 0.264

***

Entry 3:
Entry from OMol25: a cluster of 2 separate species, C5H16N3 in total at a distorted geometry (ωB97M-V/def2-TZVPD).

2S+1: 1
HOMO-LUMO gap: 0.4239 hartree
maximum force: 1.9 eV Å⁻¹
total charge: +1
energy relative to the best compared isomer or geometry (same formula, charge and spin): 78.7 kJ/mol
DFT total energy: -364.145366 hartree

The geometry in XYZ format:
```
24
Properties=species:S:1:pos:R:3:forces:R:3
C -2.487430 -0.378105 1.395003 -0.8 -0.8 0.7
C -2.811311 0.498701 2.614554 0.7 0.8 -0.6
H -2.750594 -0.000291 0.409791 0.0 0.5 0.1
H -1.473415 -0.773225 1.355936 0.1 0.1 0.2
H -3.146756 -1.229924 1.565725 0.2 -0.4 -0.6
H -3.549086 1.249118 2.343454 -0.3 -0.1 0.2
H -1.955371 1.060058 2.980607 0.2 0.1 0.0
H -3.157754 -0.088053 3.454093 -0.2 -0.1 0.0
C 0.424350 1.382410 -0.441854 0.2 -0.1 0.2
C 1.313340 2.216561 0.464478 0.3 0.5 0.4
C 0.919214 -0.938098 -1.104893 1.6 0.5 -0.4
N 0.570759 -0.064674 -0.208545 0.3 0.8 0.2
N 1.091608 -0.672260 -2.392953 -0.5 -0.4 0.0
N 1.395530 -2.145260 -0.716912 -1.1 -1.4 0.6
H -0.622667 1.588750 -0.308824 -0.4 0.4 0.0
H 0.702512 1.637421 -1.460634 -0.2 -0.3 -0.1
H 2.196632 1.704111 0.844059 0.1 -0.3 -0.4
H 0.830883 2.603687 1.353865 -0.4 -0.1 0.1
H 0.718929 -0.353616 0.746953 -0.3 0.1 0.1
H 1.099672 0.255054 -2.774599 -0.2 0.0 -0.1
H 1.458381 -1.449763 -2.917145 0.1 0.4 -0.4
H 1.229059 -2.371234 0.252216 0.2 0.2 0.4
H 0.928810 -2.900894 -1.203167 0.4 -0.3 -0.6
H 1.661300 3.090288 -0.084100 0.0 0.0 0.0
```
Positions in Å, forces in eV/Å.

Atomic partial charges in e from the Mulliken method, atoms 1 to 5:
1. C -0.619
2. C -0.911
3. H 0.289
4. H 0.005
5. H 0.374

***

Entry 4:
Entry from OMol25: a cluster of 2 separate species, C5H16N3 in total at a distorted geometry (ωB97M-V/def2-TZVPD).

2S+1: 1
HOMO-LUMO gap: 0.3874 hartree
maximum force: 3.9 eV Å⁻¹
total charge: +1
energy relative to the best compared isomer or geometry (same formula, charge and spin): 222.5 kJ/mol
DFT total energy: -364.090610 hartree

The geometry in XYZ format:
```
24
Properties=species:S:1:pos:R:3:forces:R:3
C -1.422309 0.696019 -0.350303 -0.7 2.4 -0.5
C -2.847012 0.892439 -0.984831 0.7 -1.4 -2.4
C -0.854159 -0.419216 1.796276 0.3 -2.5 2.1
N -1.337507 0.622836 1.112004 0.4 -1.7 1.1
N -1.121128 -1.816791 1.345427 2.3 2.6 0.0
N -0.261869 -0.381114 3.100676 -0.2 -1.6 -1.9
H -0.990067 -0.210037 -0.634599 0.8 -1.2 -1.2
H -0.730182 1.576775 -0.649758 -1.1 -1.6 0.3
H -3.577542 0.073404 -0.802663 0.7 0.4 0.4
H -2.734730 0.816391 -2.191543 0.0 0.6 2.9
H -1.572701 1.430546 1.629809 0.1 1.0 0.6
H -1.611109 -1.834880 0.452801 -0.1 0.1 0.3
H -0.258155 -2.420068 1.217245 -1.2 1.1 0.6
H 0.088872 0.403427 3.710922 -0.8 -0.8 -1.7
H 0.090811 -1.343409 3.426189 -1.1 2.1 -0.7
H -3.311578 1.827619 -0.711459 0.0 0.3 0.0
C 2.200697 -0.468354 -1.386454 1.3 -0.3 3.5
C 3.416934 0.440760 -1.412563 -0.2 2.2 -0.7
H 1.347182 -0.013340 -0.852177 0.5 -0.5 0.3
H 1.847779 -0.605783 -2.313441 -1.2 -0.6 -3.6
H 2.538570 -1.478083 -1.033912 -0.9 0.8 0.2
H 3.309024 1.078778 -2.320811 0.4 -0.5 0.3
H 4.344532 -0.136226 -1.511461 -0.2 0.5 0.3
H 3.445648 1.268307 -0.635374 0.2 -1.6 -0.3
```
Positions in Å, forces in eV/Å.

Atomic partial charges in e from the Mulliken method, atoms 1 to 5:
1. C -0.504
2. C -1.065
3. C 0.499
4. N -0.058
5. N -0.520

***

Entry 5:
Entry from OMol25: a cluster of 2 separate species, C5H16N3S in total at a distorted geometry (ωB97M-V/def2-TZVPD).

2S+1: 2
HOMO-LUMO gap (spin up / spin down): 0.4375 / 0.2524 hartree
maximum force: 1.7 eV Å⁻¹
total charge: +2
energy relative to the best compared isomer or geometry (same formula, charge and spin): 0.0 kJ/mol
<S²>: 0.753
DFT total energy: -761.918626 hartree

The geometry in XYZ format:
```
25
Properties=species:S:1:pos:R:3:forces:R:3
C 0.518257 2.431997 0.252533 -0.1 1.7 -0.2
C -1.617269 1.244076 0.552684 -0.5 -0.9 0.4
N -0.810302 2.002060 -0.161819 0.8 0.4 0.3
N -2.846549 1.015542 0.121131 -0.7 0.4 -1.2
N -1.253570 0.634323 1.685864 0.9 0.0 0.1
H -1.091234 2.288931 -1.083950 -0.3 0.1 0.0
H -3.410938 0.204190 0.309203 0.1 0.0 0.5
H -3.167343 1.565848 -0.660351 -0.1 -0.1 -0.1
H -1.890541 0.030390 2.173296 -0.3 0.2 0.1
H -0.457156 0.937431 2.220116 0.1 0.0 -0.1
H 0.593349 2.509281 1.334454 0.4 -0.8 0.0
H 0.681437 3.485972 0.011878 -0.5 0.1 -0.3
H 1.296657 1.974608 -0.349483 0.2 -0.6 0.6
C 0.999405 -2.334145 -1.033256 -0.2 -0.2 0.3
C -0.419858 -2.591396 -1.543393 0.2 -0.4 -0.2
C 2.394526 -0.901654 0.941312 0.0 -0.8 -0.2
S 1.361825 -0.644119 -0.487407 -0.1 -0.7 -0.3
H 1.263279 -2.964848 -0.185619 0.0 -0.1 -0.1
H 1.670943 -2.601290 -1.858881 0.4 0.5 0.1
H -0.342877 -3.580613 -2.000963 -0.1 0.1 -0.1
H -0.704105 -1.899273 -2.332112 -0.1 0.1 0.1
H 2.563551 -1.973099 1.016741 0.2 0.0 0.1
H 1.879430 -0.587364 1.847770 0.0 0.3 0.0
H 3.342848 -0.387658 0.801743 0.0 0.3 0.1
H -1.181220 -2.701618 -0.775055 0.1 0.4 0.1
```
Positions in Å, forces in eV/Å.

Atomic partial charges in e from the Mulliken method, atoms 1 to 5:
1. C -0.977
2. C 0.830
3. N -0.155
4. N -0.426
5. N -0.334